Entry 1:
Density functional theory data (the ωB97M-V functional and the def2-TZVPD basis) for an isolated molecule of C4H7NO.

Properties
ΔE to the lowest compared entry with this formula, charge and spin, kJ/mol: 609.26
Charge: 0
HOMO-LUMO gap, eV: 8.3

Last column: Mulliken charge in e.
Positions of all 13 atoms, in Å:
O (-1.541, 2.025, -0.884)  -0.394
N (-1.242, 1.378, 0.331)  -0.584
C (-0.264, 0.587, 0.122)  0.522
C (0.485, 0.409, -1.126)  -0.647
C (0.879, -1.393, 0.132)  -0.697
C (0.325, -0.361, 1.121)  -0.316
H (-2.299, 2.575, -0.656)  0.354
H (-0.130, -0.033, -1.924)  0.224
H (1.305, -0.749, -0.763)  0.320
H (0.131, -2.104, -0.223)  0.328
H (1.789, -1.915, 0.439)  0.358
H (-0.403, -0.761, 1.829)  0.297
H (1.136, 0.115, 1.682)  0.235

---

Entry 2:
Density functional theory data (the ωB97M-V functional and the def2-TZVPD basis) for an isolated molecule of C4H7NO.

Properties
ΔE to the lowest compared entry with this formula, charge and spin, kJ/mol: 319.65
Charge: 0
HOMO-LUMO gap, eV: 11.8

Last column: Mulliken charge in e.
Positions of all 13 atoms, in Å:
C (-1.914, -0.637, 0.151)  -1.201
C (-0.591, -0.128, -0.400)  -0.175
O (0.277, 0.123, 0.712)  -0.319
C (1.454, 0.769, 0.467)  -0.239
C (2.527, -0.267, -1.006)  -0.071
N (2.702, -0.216, 0.172)  -0.244
H (-2.379, 0.107, 0.807)  0.301
H (-2.615, -0.853, -0.663)  0.370
H (-1.769, -1.556, 0.726)  0.312
H (-0.752, 0.796, -0.982)  0.294
H (-0.125, -0.867, -1.066)  0.320
H (1.831, 1.185, 1.389)  0.257
H (1.355, 1.543, -0.306)  0.397

---

Entry 3:
Density functional theory data (the ωB97M-V functional and the def2-TZVPD basis) for an isolated molecule of C4H7NO.

Properties
ΔE to the lowest compared entry with this formula, charge and spin, kJ/mol: 524.32
Charge: 0
HOMO-LUMO gap (spin up / spin down), eV: 6.9 / 7.1

Last column: Mulliken charge in e.
Positions of all 13 atoms, in Å:
C (-0.620, -0.580, -0.671)  -0.092
C (-1.109, -0.979, 0.650)  -0.261
C (0.671, 0.105, -0.867)  -0.484
C (0.906, 1.379, -0.020)  -0.108
O (-0.123, -1.209, 1.488)  -0.736
N (0.872, 1.532, 1.225)  -0.682
H (-1.014, -1.103, -1.544)  0.343
H (0.638, 0.660, 1.717)  0.393
H (-1.778, 0.010, 0.666)  0.230
H (-1.866, -1.788, 0.525)  0.402
H (0.810, 0.338, -1.925)  0.352
H (1.464, -0.609, -0.599)  0.286
H (1.150, 2.244, -0.644)  0.356

---

Entry 4:
Density functional theory data (the ωB97M-V functional and the def2-TZVPD basis) for an isolated molecule of C4H7NO.

Properties
ΔE to the lowest compared entry with this formula, charge and spin, kJ/mol: 384.99
Charge: 0
HOMO-LUMO gap, eV: 10.3
SMILES: CC[C@@H](O)C#N

Last column: Mulliken charge in e.
Positions of all 13 atoms, in Å:
C (-1.617, -0.532, -0.551)  -1.102
C (-0.678, 0.420, 0.203)  -0.400
C (0.785, 0.240, -0.183)  0.035
O (1.660, 1.413, 0.658)  -0.551
C (1.334, -1.047, 0.204)  0.099
N (1.835, -2.045, 0.526)  -0.423
H (-2.660, -0.320, -0.289)  0.331
H (-1.507, -0.412, -1.633)  0.314
H (-1.418, -1.581, -0.302)  0.339
H (-0.799, 0.271, 1.289)  0.298
H (-0.948, 1.454, -0.019)  0.285
H (1.488, 1.111, -0.628)  0.430
H (2.519, 0.996, 0.833)  0.343

---

Entry 5:
Density functional theory data (the ωB97M-V functional and the def2-TZVPD basis) for an isolated molecule of C4H7NO.

Properties
ΔE to the lowest compared entry with this formula, charge and spin, kJ/mol: 673.79
Charge: 0
HOMO-LUMO gap (spin up / spin down), eV: 5.8 / 9.9

Last column: Mulliken charge in e.
Positions of all 13 atoms, in Å:
O (-1.526, -0.893, 0.963)  -0.507
C (-0.821, -0.034, 0.154)  0.449
C (-0.720, 1.341, 0.506)  -1.188
N (1.212, 0.646, -0.985)  -0.571
C (1.664, -0.442, -0.204)  -0.312
C (0.261, -0.447, -0.738)  0.010
H (-1.100, -1.757, 0.885)  0.332
H (-1.681, 0.582, -0.449)  0.103
H (-1.151, 1.715, 1.433)  0.309
H (-0.326, 2.018, -0.237)  0.386
H (1.917, -0.306, 0.858)  0.230
H (2.253, -1.253, -0.659)  0.294
H (0.019, -1.168, -1.526)  0.467

---

Entry 6:
Density functional theory data (the ωB97M-V functional and the def2-TZVPD basis) for a 2-piece molecular cluster, C4H7NO overall.

Properties
ΔE to the lowest compared entry with this formula, charge and spin, kJ/mol: 366.11
Charge: 0
HOMO-LUMO gap, eV: 10.0
SMILES: CC(N)=O.C#C

Last column: Mulliken charge in e.
Positions of all 13 atoms, in Å:
C (-1.313, 1.255, 0.157)  -0.861
C (-0.954, -0.180, -0.030)  0.577
N (0.066, -0.597, 0.802)  -0.543
O (-1.649, -0.930, -0.665)  -0.598
H (-1.700, 1.699, -0.738)  0.291
H (-0.469, 1.880, 0.572)  0.248
H (-2.126, 1.401, 0.884)  0.272
H (0.342, -1.556, 0.796)  0.256
H (0.696, 0.062, 1.347)  0.329
C (2.170, 0.694, -0.391)  -0.433
C (2.074, -0.458, -0.185)  -0.261
H (2.140, 1.724, -0.709)  0.383
H (1.987, -1.468, 0.253)  0.339

---

Entry 7:
Density functional theory data (the ωB97M-V functional and the def2-TZVPD basis) for an isolated molecule of C4H7NO.

Properties
ΔE to the lowest compared entry with this formula, charge and spin, kJ/mol: 75.90
Charge: 0
HOMO-LUMO gap, eV: 10.7
SMILES: C[C@H]1CNC1=O

Last column: Mulliken charge in e.
Positions of all 13 atoms, in Å:
C (-1.549, -0.517, 0.151)  -1.363
C (-0.250, -0.095, -0.510)  0.368
C (0.514, 1.151, 0.015)  -0.545
N (1.696, 0.297, 0.136)  -0.144
C (1.019, -0.872, -0.110)  0.291
O (1.320, -2.034, -0.001)  -0.613
H (-1.777, -1.555, -0.110)  0.312
H (-1.482, -0.453, 1.243)  0.348
H (-2.384, 0.110, -0.179)  0.350
H (-0.352, -0.073, -1.600)  0.271
H (0.137, 1.511, 0.980)  0.246
H (0.627, 1.990, -0.678)  0.266
H (2.563, 0.441, 0.634)  0.214

---

Entry 8:
Density functional theory data (the ωB97M-V functional and the def2-TZVPD basis) for an isolated molecule of C4H7NO.

Properties
ΔE to the lowest compared entry with this formula, charge and spin, kJ/mol: 374.08
Charge: 0
HOMO-LUMO gap, eV: 8.7
SMILES: O/C=C/N1CC1

Last column: Mulliken charge in e.
Positions of all 13 atoms, in Å:
O (-2.539, 0.803, 0.816)  -0.479
C (-1.774, -0.308, 0.644)  0.049
C (-0.456, -0.031, 0.723)  -0.648
N (0.578, -0.730, 0.085)  -0.345
C (0.911, -0.350, -1.283)  -0.306
C (1.804, -0.002, -0.153)  -0.434
H (-1.776, 1.407, 0.641)  0.392
H (-2.286, -1.254, 0.487)  0.385
H (-0.185, 0.630, 1.552)  0.414
H (0.359, 0.470, -1.749)  0.242
H (1.148, -1.180, -1.943)  0.231
H (2.716, -0.560, 0.035)  0.238
H (1.839, 1.054, 0.130)  0.262

---

Entry 9:
Density functional theory data (the ωB97M-V functional and the def2-TZVPD basis) for a 2-piece molecular cluster, C4H7NO overall.

Properties
ΔE to the lowest compared entry with this formula, charge and spin, kJ/mol: 357.63
Charge: 0
HOMO-LUMO gap, eV: 8.4
SMILES: NC=C=O.C=C

Last column: Mulliken charge in e.
Positions of all 13 atoms, in Å:
N (-1.398, -2.555, -0.587)  -0.536
C (-0.666, -1.543, 0.041)  -0.283
C (-0.909, -0.855, 1.133)  0.570
O (-1.279, -0.567, 2.217)  -0.422
H (-2.254, -2.775, -0.095)  0.216
H (-1.682, -2.424, -1.592)  0.241
H (0.123, -1.134, -0.706)  0.214
C (1.156, 2.268, -0.650)  -0.415
C (1.496, 1.742, 0.559)  -0.525
H (1.686, 1.972, -1.609)  0.200
H (0.344, 2.932, -0.865)  0.255
H (0.999, 1.883, 1.551)  0.274
H (2.384, 1.057, 0.602)  0.210

---

Entry 10:
Density functional theory data (the ωB97M-V functional and the def2-TZVPD basis) for an isolated molecule of C4H7NO.

Properties
ΔE to the lowest compared entry with this formula, charge and spin, kJ/mol: 262.01
Charge: 0
HOMO-LUMO gap, eV: 10.5
SMILES: C[C@H]1CN1C=O

Last column: Mulliken charge in e.
Positions of all 13 atoms, in Å:
C (1.210, -0.314, -1.048)  -1.202
C (0.346, 0.546, -0.188)  0.144
C (-1.018, 0.953, -0.432)  -0.273
N (-0.987, -0.334, 0.223)  -0.375
C (-0.774, -0.675, 1.534)  0.078
O (0.236, -0.369, 2.135)  -0.515
H (1.718, -1.028, -0.385)  0.274
H (1.987, 0.252, -1.573)  0.347
H (0.590, -0.864, -1.757)  0.332
H (0.904, 1.121, 0.565)  0.288
H (-1.381, 1.793, 0.151)  0.266
H (-1.390, 0.870, -1.442)  0.235
H (-1.483, -1.396, 1.973)  0.402

---

Entry 11:
Density functional theory data (the ωB97M-V functional and the def2-TZVPD basis) for an isolated molecule of C4H7NO.

Properties
ΔE to the lowest compared entry with this formula, charge and spin, kJ/mol: 101.61
Charge: 0
HOMO-LUMO gap, eV: 12.0
SMILES: CC(C)(O)C#N

Last column: Mulliken charge in e.
Positions of all 13 atoms, in Å:
C (-0.886, -1.031, -0.104)  -1.418
C (0.001, 0.195, 0.212)  1.323
C (1.375, 0.014, -0.459)  -1.459
O (0.199, 0.438, 1.602)  -0.552
C (-0.660, 1.429, -0.313)  0.063
N (-1.197, 2.443, -0.483)  -0.474
H (-0.436, -1.950, 0.288)  0.370
H (-1.895, -0.917, 0.307)  0.352
H (-1.007, -1.180, -1.186)  0.343
H (2.052, 0.818, -0.165)  0.360
H (1.296, 0.034, -1.554)  0.365
H (1.827, -0.951, -0.198)  0.368
H (-0.659, 0.624, 2.020)  0.359

---

Entry 12:
Density functional theory data (the ωB97M-V functional and the def2-TZVPD basis) for a 2-piece molecular cluster, C4H7NO overall.

Properties
ΔE to the lowest compared entry with this formula, charge and spin, kJ/mol: 625.26
Charge: 0
HOMO-LUMO gap (spin up / spin down), eV: 8.4 / 8.5

Last column: Mulliken charge in e.
Positions of all 13 atoms, in Å:
C (1.990, 0.218, -0.528)  -0.710
N (0.649, -0.154, -0.925)  -0.380
C (-1.730, 1.271, 0.913)  -0.395
C (-0.118, -0.668, -0.054)  -0.196
C (-1.449, -1.202, -0.487)  0.061
O (-2.053, -2.021, 0.162)  -0.472
H (2.281, 1.137, -1.045)  0.261
H (2.676, -0.569, -0.862)  0.283
H (2.113, 0.349, 0.558)  0.310
H (-1.532, 1.072, 1.992)  0.213
H (-1.207, 2.239, 0.751)  0.223
H (0.166, -0.840, 0.998)  0.435
H (-1.786, -0.831, -1.473)  0.367